Record 1
Formula: C27H24GdN2O6S
Source: the Open Molecules 2025 dataset
Level of theory: the ωB97M-V functional and the def2-TZVPD basis

```
61
Properties=species:S:1:pos:R:3:forces:R:3
Gd -0.122300 0.798760 -0.129112 0.464 -1.979 1.607
O 2.135923 1.591116 -0.451276 0.130 0.290 0.282
C 2.664888 2.511154 0.553925 -0.040 -0.223 0.027
C 3.144139 1.726727 1.749617 0.131 -0.184 0.173
C 2.138705 0.713350 2.322086 -0.011 0.558 0.021
C 0.887826 1.320013 2.916851 0.151 -0.130 0.051
C 0.909201 1.930832 4.156840 0.127 0.066 0.195
C -0.268076 2.433938 4.682666 0.025 0.119 0.231
C -1.447960 2.312257 3.964160 -0.125 0.155 0.284
C -1.394427 1.709141 2.735530 -0.004 -0.070 -0.084
N -0.254203 1.224781 2.229005 0.056 0.122 -0.342
H 1.897853 2.130100 -1.220506 0.080 0.027 -0.246
H 1.889196 3.220793 0.821917 -0.209 0.130 0.001
H 3.497586 3.046708 0.114889 0.122 0.137 -0.107
H 3.417160 2.453441 2.520542 0.030 -0.075 -0.030
H 4.052367 1.181961 1.482770 -0.005 0.021 0.028
H 2.636548 0.135418 3.096991 0.048 -0.090 0.044
H 1.877550 0.002655 1.542884 -0.086 -0.249 -0.085
H 1.843486 1.998781 4.704747 -0.117 -0.002 -0.023
H -0.269102 2.913971 5.655534 0.010 -0.044 -0.093
H -2.392543 2.683983 4.339984 0.094 -0.009 0.009
H -2.283290 1.595732 2.133301 -0.113 0.035 -0.145
O -7.055107 2.910450 -0.824650 0.484 0.573 -0.059
C -5.984361 3.548465 -0.782794 -0.557 -0.008 0.330
O -5.686503 4.748940 -0.618463 -0.220 -0.606 -0.251
C -4.745718 2.630623 -0.846778 0.108 0.053 0.025
C -4.833902 1.283632 -0.506166 -0.086 -0.259 0.021
C -3.690457 0.517951 -0.394256 -0.395 0.120 -0.002
N -2.487513 1.036163 -0.654395 0.868 0.319 -0.131
C -2.420111 2.334707 -1.044245 -0.019 0.296 -0.199
C -3.493526 3.169803 -1.137676 -0.014 0.015 -0.019
C -0.958440 2.693048 -1.131750 -0.448 1.332 -0.695
O -0.427970 3.130688 -0.075436 -0.287 0.401 -0.510
O -0.252741 2.056199 -1.994136 -0.353 0.578 -0.009
H -5.814009 0.860193 -0.317331 0.041 0.113 -0.006
H -3.720387 -0.521029 -0.090887 0.018 -0.018 0.018
H -3.402278 4.221578 -1.387061 -0.071 -0.089 0.074
O -0.095541 -1.350040 0.297117 0.592 -1.065 0.042
S 1.177710 -2.226873 0.136125 -0.250 0.334 -0.402
C 0.645844 -3.821328 -0.332311 -0.317 -0.221 0.002
C -0.314351 -3.980390 -1.332305 0.086 -0.110 0.054
C -0.720529 -5.260984 -1.647515 0.008 -0.117 0.011
C -0.168390 -6.355542 -0.975670 -0.026 0.040 -0.035
C 0.783865 -6.178420 0.016551 0.035 0.048 0.021
C 1.196975 -4.892815 0.357164 -0.044 -0.112 -0.031
C 1.840796 -1.636778 -1.423418 0.058 -0.023 -0.003
C 3.130744 -2.034638 -1.740193 0.129 0.065 0.015
C 3.694337 -1.599613 -2.931647 0.050 -0.001 -0.038
C 2.981329 -0.757752 -3.778708 0.148 -0.016 -0.047
C 1.691348 -0.368624 -3.455612 0.044 0.131 -0.115
C 1.111480 -0.814282 -2.280874 0.280 -0.440 0.134
H -0.735612 -3.124582 -1.847489 0.042 -0.033 0.060
H -1.465842 -5.415623 -2.418535 0.051 -0.006 0.061
H -0.493001 -7.357332 -1.233126 0.023 0.080 0.021
H 1.198495 -7.034445 0.535849 -0.033 0.076 -0.049
H 1.931437 -4.733134 1.142663 -0.122 -0.006 -0.103
H 3.695733 -2.676076 -1.067959 -0.083 0.075 -0.076
H 4.696646 -1.916699 -3.199397 -0.101 0.055 0.048
H 3.433189 -0.407716 -4.699216 -0.025 -0.046 0.059
H 1.124695 0.277319 -4.114703 0.015 -0.037 0.016
H 0.071124 -0.590658 -2.124112 -0.386 -0.096 -0.028
```
Positions in Å, forces in eV/Å.

As for the spin multiplicity: 8. Its expectation value of S² is 15.854. The LUMO energy (alpha / beta) is -5.27 / -3.57 eV. Its total charge is +1. The molar mass is 661.81 g/mol. The highest occupied orbital energy (alpha / beta) comes out at -9.6 / -9.6 eV. The calculation puts the energy above the lowest of the compared OMol25 structures with the same formula, charge and spin at 0.0 kJ/mol.

Record 2
Formula: C45H40Br2MnN3O5S
Source: the Open Molecules 2025 dataset
Level of theory: the ωB97M-V functional and the def2-TZVPD basis

```
97
Properties=species:S:1:pos:R:3:forces:R:3
Mn -0.024050 0.277153 -0.053234 0.334 0.354 -0.084
C 2.032191 2.136510 5.799882 0.045 0.013 0.005
C 0.751514 1.428440 5.401454 -0.017 -0.024 -0.099
C -0.168644 1.157112 6.569042 -0.063 -0.007 0.033
O 1.041215 0.194081 4.774984 0.029 0.006 -0.085
C 1.033024 0.389983 3.365973 0.027 0.086 0.101
C -0.017907 1.487820 3.195185 -0.011 0.026 0.076
O 0.074440 2.209628 4.420803 -0.058 0.001 -0.040
C 0.144587 2.493050 2.027305 -0.151 -0.058 0.108
O -0.156161 1.869177 0.804062 0.085 0.138 -0.048
C -0.894621 3.622114 2.155499 0.006 0.018 -0.043
C -0.703440 4.789701 1.419272 -0.006 0.051 -0.008
C -1.652557 5.800085 1.410363 -0.021 -0.002 0.007
C -2.822139 5.660476 2.146087 0.007 -0.028 0.029
C -3.022909 4.505037 2.886151 0.021 0.013 -0.030
C -2.067447 3.495170 2.891290 -0.029 0.003 -0.036
C 1.561200 3.069622 2.059709 0.022 -0.076 -0.112
C 2.573813 2.523171 1.276485 -0.020 0.088 0.037
C 3.875232 3.001842 1.365396 -0.023 0.050 0.051
C 4.181482 4.042667 2.232105 0.007 -0.049 -0.042
C 3.176710 4.596184 3.012318 -0.003 0.016 -0.001
C 1.879924 4.109737 2.928995 0.024 0.017 0.089
C 0.738559 -0.932417 2.645492 -0.062 0.019 0.030
O 0.681698 -0.656602 1.285676 0.014 -0.173 -0.007
C 1.902693 -1.921409 2.782466 0.034 -0.036 -0.003
C 1.914315 -2.998468 1.895695 0.023 -0.032 -0.008
C 2.949517 -3.917110 1.916309 0.007 0.008 0.003
C 3.996564 -3.771722 2.822423 0.000 0.017 -0.019
C 3.994986 -2.699885 3.699691 -0.011 0.018 -0.019
C 2.952708 -1.774721 3.680574 -0.012 -0.022 -0.035
C -0.556891 -1.563671 3.167246 0.010 -0.007 0.011
C -1.736124 -1.501914 2.435663 0.035 -0.023 0.041
C -2.916314 -2.040946 2.932801 0.012 -0.021 0.059
C -2.929720 -2.654046 4.176550 0.009 0.022 -0.037
C -1.752787 -2.733280 4.910465 0.012 -0.013 -0.007
C -0.576660 -2.197681 4.407797 -0.022 -0.020 0.040
H 2.560941 1.547811 6.551406 -0.013 0.036 -0.002
H 1.804029 3.122082 6.209177 0.019 -0.026 -0.009
H 2.671707 2.264144 4.925694 0.008 -0.002 0.021
H 0.314644 0.477422 7.272654 -0.021 0.037 -0.003
H -1.086358 0.695944 6.202437 0.024 -0.004 0.021
H -0.410154 2.091282 7.077625 -0.002 -0.038 0.003
H 2.010459 0.737971 3.017848 0.052 0.004 0.031
H -1.006903 1.024981 3.105142 -0.006 -0.002 -0.035
H 0.210857 4.915654 0.851039 -0.030 -0.009 0.014
H -1.477261 6.699523 0.831679 0.000 -0.024 0.016
H -3.565861 6.448121 2.150490 0.020 -0.023 -0.013
H -3.928837 4.384964 3.467663 0.022 0.000 0.000
H -2.249645 2.614113 3.489747 0.002 -0.005 0.000
H 2.347869 1.704751 0.605883 -0.017 -0.080 -0.053
H 4.656045 2.559089 0.761485 0.024 -0.032 -0.068
H 5.196011 4.417517 2.298390 -0.029 -0.009 0.000
H 3.402867 5.410417 3.690791 -0.016 -0.031 -0.008
H 1.105227 4.535551 3.554929 0.040 -0.013 -0.045
H 1.114024 -3.091093 1.170123 0.014 0.003 0.031
H 2.944041 -4.747011 1.219395 0.000 0.014 0.021
H 4.806203 -4.491318 2.842371 -0.014 0.007 -0.004
H 4.806066 -2.576436 4.407507 -0.015 -0.001 -0.004
H 2.961160 -0.946302 4.376105 0.010 -0.037 0.002
H -1.737592 -1.050160 1.455103 -0.010 0.001 -0.088
H -3.822412 -1.986948 2.341461 0.026 0.003 0.009
H -3.846971 -3.076942 4.567149 0.014 0.003 -0.005
H -1.748429 -3.223076 5.877047 0.001 0.015 -0.022
H 0.336377 -2.271580 4.984658 -0.020 0.003 -0.022
C -0.321778 3.439639 -1.619238 -0.003 0.035 -0.093
C -0.614787 2.277794 -2.513302 0.097 0.075 0.101
C -0.917915 2.493864 -3.876492 -0.006 0.063 -0.019
C -1.159230 1.447917 -4.714269 -0.008 -0.034 -0.050
C -1.114717 0.130212 -4.214658 0.020 0.067 0.060
C -1.322440 -1.049228 -4.968167 -0.037 0.049 -0.097
Br -1.696065 -0.941337 -6.825254 0.008 0.019 0.032
C -1.253263 -2.275126 -4.379074 0.023 -0.093 0.046
C -0.982298 -2.389119 -3.003769 -0.036 -0.091 -0.004
Br -0.886237 -4.090634 -2.203858 -0.011 -0.014 -0.040
C -0.782396 -1.279784 -2.213863 0.072 0.040 0.308
O -0.536762 -1.318177 -0.925569 -0.221 -0.315 -0.249
C -0.832797 -0.009200 -2.845540 -0.032 0.160 -0.066
N -0.576662 1.055695 -2.019251 -0.095 -0.245 0.175
H -0.253139 4.359535 -2.197981 -0.011 -0.009 -0.019
H 0.605757 3.277843 -1.071818 0.004 0.022 -0.006
H -1.100887 3.548561 -0.866241 -0.002 -0.004 -0.013
H -0.952420 3.510541 -4.242918 0.013 0.002 0.014
H -1.384943 1.615511 -5.759151 0.007 -0.003 0.007
H -1.404379 -3.169035 -4.968504 0.002 -0.005 0.051
C 4.986236 -1.172118 0.135160 0.028 0.063 -0.011
N 4.933609 -0.050892 -0.795713 0.060 -0.118 0.147
C 5.962902 0.841223 -1.062237 -0.083 -0.114 0.090
C 5.484405 1.760089 -1.920375 -0.126 0.053 0.011
N 4.163690 1.418154 -2.157545 0.027 0.082 -0.139
C 3.819107 0.291401 -1.486666 0.178 0.034 0.100
S 2.366962 -0.555287 -1.533212 -0.091 0.172 -0.046
H 6.016443 -1.507612 0.223121 0.018 0.010 0.001
H 4.361536 -1.974979 -0.245066 -0.009 -0.015 -0.023
H 4.605256 -0.878854 1.113740 -0.020 0.007 0.004
H 6.937389 0.742669 -0.615578 -0.065 -0.018 -0.007
H 5.954539 2.621718 -2.359101 -0.037 -0.037 -0.015
H 3.525419 1.873755 -2.786181 0.001 -0.004 0.006
```
Positions in Å, forces in eV/Å.

As for the spin multiplicity: 5. Its expectation value of S² is 6.042. The LUMO energy (alpha / beta) is -0.25 / -0.39 eV. The molar mass is 949.64 g/mol. The highest occupied orbital energy (alpha / beta) comes out at -7.7 / -7.8 eV. The calculation puts the energy above the lowest of the compared OMol25 structures with the same formula, charge and spin at 29.4 kJ/mol.